{
  "formula": "C32H50FIN2O9P",
  "method": "the ωB97M-V functional and the def2-TZVPD basis",
  "symbols": ["C", "C", "C", "F", "C", "C", "C", "O", "O", "P", "O", "O", "C", "C", "C", "C", "O", "C", "C", "C", "C", "C", "C", "C", "C", "O", "C", "C", "C", "C", "C", "C", "N", "C", "I", "C", "C", "C", "N", "H", "H", "H", "H", "H", "H", "H", "H", "H", "H", "H", "H", "H", "H", "H", "H", "H", "H", "H", "H", "H", "H", "H", "H", "H", "H", "H", "H", "H", "H", "H", "H", "H", "H", "H", "H", "H", "H", "H", "H", "H", "H", "C", "C", "O", "C", "O", "O", "C", "H", "H", "H", "H", "H", "H", "H", "H"],
  "positions_angstrom": [[3.00064, -5.95594, -1.47214], [3.04169, -4.42342, -1.47497], [2.47286, -3.84118, -0.16088], [2.10363, -4.83670, 0.73385], [1.25714, -2.93839, -0.29221], [1.32757, -1.66599, 0.28375], [2.58276, -1.22507, 0.97426], [2.68796, -1.38794, 2.13758], [3.60979, -0.69787, 0.27358], [3.26349, 0.18461, -1.11731], [3.58336, -0.85389, -2.31233], [4.55176, 1.12190, -1.19232], [0.23374, -0.80830, 0.24662], [0.21433, 0.54188, 0.89314], [0.23771, 0.48306, 2.44418], [1.37028, 1.37817, 2.98570], [-0.99998, 0.98712, 2.91571], [-1.29072, 0.59130, 4.23852], [-2.20674, 1.58518, 4.91064], [-3.06495, 1.12120, 5.90782], [-3.94285, 1.99942, 6.54083], [-3.93623, 3.34244, 6.17285], [-3.06821, 3.82148, 5.19917], [-2.20012, 2.93209, 4.56130], [-0.91327, -1.25615, -0.41416], [-1.97566, -0.44339, -0.47160], [-2.98803, -0.76760, 0.54485], [-3.89561, 0.41619, 0.79326], [-4.32734, 1.10792, -0.50103], [-5.12270, -0.12318, 1.58162], [-4.74794, -0.40092, 3.05243], [-6.36646, 0.76209, 1.48240], [-0.96920, -2.47138, -1.01718], [-2.19391, -2.83604, -1.74857], [-3.28563, -4.39393, -0.72440], [-1.96833, -3.17757, -3.22691], [-0.82632, -2.38927, -3.86663], [0.10082, -3.32586, -0.94750], [0.05011, -4.60867, -1.50745], [3.41324, -6.34233, -2.40140], [3.63879, -6.32302, -0.67462], [1.99550, -6.33398, -1.34844], [2.47242, -4.03355, -2.31444], [4.08425, -4.14782, -1.60298], [3.27957, -3.30464, 0.33284], [2.86650, -0.76808, -2.94924], [4.29389, 2.03184, -1.00667], [1.05270, 1.15310, 0.57558], [-0.68279, 1.08438, 0.62175], [0.40754, -0.53429, 2.79977], [1.00108, 2.40067, 2.99745], [2.29075, 1.27449, 2.42046], [1.60115, 1.09551, 4.01005], [-1.78305, -0.38460, 4.27254], [-0.38819, 0.50288, 4.84996], [-3.04628, 0.07660, 6.18849], [-4.61411, 1.61964, 7.29504], [-4.62251, 4.02308, 6.65811], [-3.05744, 4.86808, 4.93928], [-1.53074, 3.31543, 3.80579], [-2.45998, -1.01766, 1.46804], [-3.58461, -1.62934, 0.25538], [-3.44032, 1.14403, 1.46488], [-4.75189, 2.07534, -0.25452], [-5.10725, 0.52565, -0.98898], [-3.49897, 1.28001, -1.18282], [-5.39810, -1.09472, 1.16033], [-3.68070, -0.25954, 3.21319], [-5.28148, 0.25300, 3.73718], [-4.95142, -1.43323, 3.32864], [-6.81392, 0.64554, 0.49919], [-6.15923, 1.80782, 1.68961], [-7.10136, 0.37376, 2.18347], [-2.86743, -1.99521, -1.73401], [-1.84170, -4.24632, -3.36417], [-2.88217, -2.93014, -3.76165], [-0.76395, -1.35823, -3.52134], [0.13671, -2.86948, -3.68952], [-0.93507, -2.36056, -4.94629], [-0.68331, -5.18387, -1.11108], [0.02580, -4.60795, -2.51609], [6.68480, 3.07547, -2.80587], [6.14457, 4.49024, -2.79714], [6.21045, 5.08841, -4.09590], [5.25205, 4.71237, -4.94099], [4.34837, 3.95151, -4.69531], [5.46286, 5.32224, -6.10270], [4.54557, 4.96461, -7.13967], [7.69275, 3.05373, -3.22025], [6.71112, 2.67062, -1.79408], [6.06595, 2.42289, -3.42057], [6.75295, 5.11947, -2.15052], [5.11991, 4.52881, -2.42396], [3.51633, 5.09138, -6.81202], [4.71746, 3.93630, -7.45379], [4.74355, 5.63223, -7.97254]],
  "atomic_forces_ev_per_a": [[0.29, 0.24, -0.16], [-0.40, -0.69, 0.23], [0.08, -0.25, -0.35], [-0.05, -0.19, 0.04], [0.41, 0.43, -0.04], [-0.52, 0.32, -0.82], [0.42, 0.04, -0.25], [0.00, -0.27, 1.39], [0.06, -0.04, -0.85], [-1.28, 0.77, -0.30], [0.30, -0.36, 0.45], [0.35, -0.30, 0.26], [-0.23, -0.07, -0.22], [-0.16, 0.05, 0.72], [0.81, 0.67, -0.04], [-0.43, -0.48, 0.34], [-0.18, -0.42, -0.20], [-0.23, 0.25, 0.69], [-0.05, -0.05, -0.16], [-0.13, 0.54, -0.03], [0.56, -0.09, -0.49], [-0.21, 0.09, 0.16], [0.12, -0.73, 0.09], [-0.34, 0.23, 0.32], [0.04, 0.65, 0.38], [-0.09, -0.78, -0.10], [0.09, 0.56, 0.70], [-0.91, 0.14, -0.11], [0.06, -0.09, 0.27], [0.12, -0.13, 0.34], [0.24, -0.09, -0.19], [0.12, -0.67, -0.13], [0.03, 0.02, 0.20], [-0.26, -0.43, -0.48], [0.02, 0.16, -0.07], [0.10, 0.07, -0.16], [0.23, -0.21, -0.07], [0.56, -0.36, 0.18], [-0.10, 0.29, 0.14], [-0.02, 0.05, -0.13], [-0.09, -0.18, 0.15], [-0.11, -0.11, 0.10], [0.06, 0.10, -0.18], [0.00, 0.42, 0.06], [-0.07, 0.18, 0.09], [0.05, -0.10, -0.22], [0.15, 0.13, 0.00], [0.21, -0.13, -0.31], [-0.10, 0.02, -0.16], [-0.19, -0.17, -0.07], [0.19, 0.18, -0.20], [0.07, 0.10, -0.10], [0.06, 0.08, 0.12], [0.08, -0.20, -0.22], [0.20, 0.02, -0.17], [-0.05, -0.10, -0.03], [-0.09, 0.10, 0.11], [-0.01, 0.05, 0.02], [-0.04, 0.10, -0.03], [0.08, -0.16, -0.12], [0.10, -0.09, -0.01], [0.10, -0.10, -0.39], [0.47, 0.03, -0.14], [-0.11, 0.11, -0.07], [0.05, -0.06, -0.27], [0.05, -0.05, -0.07], [-0.05, 0.02, -0.29], [0.05, 0.15, 0.11], [0.03, 0.08, 0.08], [-0.20, -0.06, 0.09], [-0.06, 0.34, -0.14], [-0.03, 0.11, 0.09], [-0.09, 0.19, 0.18], [0.16, 0.26, 0.34], [0.11, -0.09, -0.08], [-0.24, 0.02, 0.19], [-0.10, 0.06, 0.07], [0.14, 0.11, 0.13], [-0.14, -0.01, -0.10], [-0.02, -0.08, -0.11], [-0.05, -0.15, -0.04], [-0.03, -0.07, -0.24], [0.11, -0.19, 0.40], [-0.07, 0.06, 0.00], [0.06, 0.02, -0.04], [-0.02, -0.01, 0.01], [-0.02, 0.00, 0.01], [-0.08, 0.03, -0.20], [0.05, 0.06, 0.11], [0.06, 0.02, 0.01], [-0.07, 0.01, 0.06], [0.04, 0.12, -0.16], [-0.05, -0.01, -0.13], [0.01, -0.07, 0.07], [-0.06, -0.03, 0.06], [0.11, 0.05, 0.07]],
  "energy_ha": -2774.77458,
  "gap_ev": 6.9,
  "charge": 1,
  "homo_energy_ev": -10.964
}